1.
Entry from OMol25: a structure of composition C24H44Cl3IrN2O4Si in a non-equilibrium geometry (ωB97M-V with the def2-TZVPD basis set).

Output
Calculated total energy (eV): -85053.5033
<S²>: 6.012
Molecular weight (Da): 751.3
Orbital gap (spin up / spin down) (eV): 5.4 / 7.1
E_HOMO (spin up / spin down) (Eh): -0.1890 / -0.2761
Relative energy (zero: lowest compared OMol25 entry of this formula, charge and spin) (eV): 0.000

Geometry as ORCA input:
```
! wB97M-V def2-TZVPD RIJCOSX def2/J DEFGRID3
* xyz 0 5
C 2.906 -1.482 -5.220
C 1.785 -0.836 -4.451
H 2.541 -2.155 -6.001
H 3.576 -2.035 -4.564
H 3.432 -0.629 -5.624
C 0.640 -0.354 -4.970
C 0.356 -0.071 -6.416
H -0.219 -0.096 -4.309
H -0.062 -0.859 -7.060
H 1.256 0.324 -6.908
H -0.400 0.713 -6.365
Ir -0.216 -0.509 2.578
Cl 2.022 -0.595 3.112
Cl -0.940 -2.677 2.572
C 0.691 2.375 2.470
O -0.339 1.671 2.392
N 0.597 3.704 2.380
C -0.599 4.267 1.776
C 1.743 4.591 2.554
H 1.667 1.930 2.718
H -1.501 3.966 2.319
H -0.689 3.986 0.722
H -0.502 5.349 1.825
H 2.470 4.106 3.211
H 1.387 5.527 2.998
H 2.211 4.844 1.590
H -2.678 -1.888 -0.906
H -3.170 0.747 -2.230
C -3.353 -1.262 -0.327
C -3.438 1.028 -1.215
N -2.888 0.118 -0.239
H -3.441 -1.692 0.670
C -2.613 0.636 0.974
O -2.288 -0.052 1.966
H -3.089 2.037 -1.012
H -2.824 1.705 1.078
H -4.310 -1.247 -0.842
H -4.524 1.001 -1.135
O 1.173 -1.901 -2.408
C 1.960 -0.857 -2.941
C 0.270 0.714 -2.128
C 1.637 0.450 -2.222
H -0.439 -0.065 -2.425
C -0.197 1.936 -1.649
H 3.037 -1.036 -2.775
C 2.540 1.332 -1.598
H -1.269 2.164 -1.714
C 0.702 2.905 -1.230
C 2.025 2.496 -1.024
H 3.615 1.114 -1.605
H 0.388 3.961 -1.176
H 2.707 3.181 -0.516
Si 1.164 -3.381 -1.793
Cl 0.437 -0.234 0.582
C -0.622 -3.679 -1.281
C 2.325 -3.158 -0.286
C 1.594 -4.459 -3.239
H -0.950 -3.298 -0.302
H -0.692 -4.768 -1.214
H -1.406 -3.387 -1.999
H 1.098 -4.166 -4.188
H 1.244 -5.461 -2.901
H 2.683 -4.451 -3.422
H 3.150 -2.470 -0.508
H 2.761 -4.140 -0.126
H 1.973 -2.841 0.716
C -2.301 0.171 6.284
C -0.966 -0.393 6.723
C -0.042 -0.307 5.528
O -0.963 -0.054 4.402
C -2.351 -0.221 4.832
H -3.155 -0.183 6.855
H -2.282 1.255 6.362
H -1.097 -1.460 6.909
H -0.522 0.040 7.617
H 0.648 0.542 5.523
H 0.531 -1.214 5.312
H -2.631 -1.269 4.721
H -2.973 0.407 4.193
*
```



2.
Entry from OMol25: a structure of composition C14H24GeO7S2SeW in a non-equilibrium geometry (ωB97M-V with the def2-TZVPD basis set).

Output
Calculated total energy (eV): -174580.6167
Molecular weight (Da): 703.9
Orbital gap (eV): 8.4
E_HOMO (Eh): -0.5876
Relative energy (zero: lowest compared OMol25 entry of this formula, charge and spin) (eV): 0.055

Geometry as ORCA input:
```
! wB97M-V def2-TZVPD RIJCOSX def2/J DEFGRID3
* xyz 2 1
W -0.310 -0.266 0.125
O 2.218 -1.875 2.742
S 1.630 -0.808 2.034
O 1.659 -0.895 0.508
O 0.122 -0.682 2.173
C 2.449 0.701 2.380
C 3.396 0.646 3.380
C 4.210 1.755 3.633
C 4.084 2.891 2.872
C 3.120 2.962 1.860
C 2.302 1.880 1.607
S 1.034 2.172 0.416
O 1.038 3.535 0.052
O 1.087 1.176 -0.743
O -0.231 1.645 1.051
H 3.523 -0.265 3.949
H 4.948 1.703 4.422
H 4.722 3.745 3.054
H 3.002 3.870 1.287
C 0.540 -3.466 0.006
O -0.501 -2.389 0.037
C -0.712 -1.664 -1.118
C -1.114 -2.307 -2.373
H 1.380 -3.128 -0.592
H 0.038 -4.334 -0.408
H 0.822 -3.627 1.040
H -2.043 -2.869 -2.232
H -0.345 -3.028 -2.672
H -1.223 -1.582 -3.176
C -5.361 -1.721 -0.268
Ge -4.232 -0.174 -0.041
C -5.133 1.373 0.696
C -2.728 -0.648 1.174
C -3.382 0.258 -1.775
Se -1.625 1.074 -1.721
C -2.114 2.773 -0.918
H -5.750 -2.043 0.699
H -4.827 -2.558 -0.718
H -6.209 -1.473 -0.906
H -5.929 1.040 1.362
H -5.587 1.978 -0.089
H -4.459 2.006 1.274
H -3.066 -0.526 2.209
H -1.919 0.129 1.279
H -2.374 -1.675 1.102
H -3.994 0.970 -2.333
H -3.272 -0.626 -2.403
H -2.492 2.631 0.088
H -2.883 3.163 -1.583
H -1.245 3.421 -0.930
*
```



3.
Entry from OMol25: a cluster of 3 separate species, C5H12O4 in total in a non-equilibrium geometry (ωB97M-V with the def2-TZVPD basis set).

Output
Calculated total energy (eV): -13564.2042
Molecular weight (Da): 136.1
Orbital gap (spin up / spin down) (eV): 6.9 / 6.7
E_HOMO (spin up / spin down) (Eh): -0.2340 / -0.2303
Relative energy (zero: lowest compared OMol25 entry of this formula, charge and spin) (eV): 5.941

Geometry as ORCA input:
```
! wB97M-V def2-TZVPD RIJCOSX def2/J DEFGRID3
* xyz 0 1
C 2.234 -0.121 -0.267
C -0.229 0.107 -0.804
C 0.204 0.710 0.342
C -2.168 0.913 0.200
C -2.700 -0.181 1.083
O 3.219 0.702 0.268
O 2.408 -0.181 -1.646
O 2.371 -1.385 0.343
O -0.432 -1.223 -0.877
H 3.389 0.408 1.172
H 3.342 -0.400 -1.834
H 1.573 -1.886 0.131
H -0.360 -1.510 -1.796
H -0.197 0.647 -1.744
H 0.156 0.210 1.298
H 0.466 1.753 0.299
H -2.110 1.900 0.653
H -2.635 0.980 -0.781
H -2.177 -0.215 2.043
H -3.771 -0.066 1.302
H -2.581 -1.162 0.615
*
```



4.
Entry from OMol25: an isolated molecule of C5H8N2 (ωB97M-V with the def2-TZVPD basis set).

Output
Calculated total energy (eV): -8294.4965
Molecular weight (Da): 96.1
SMILES: Cc1ccn(C)n1
Orbital gap (eV): 10.0
E_HOMO (Eh): -0.3287
Relative energy (zero: lowest compared OMol25 entry of this formula, charge and spin) (eV): 0.500

Geometry as ORCA input:
```
! wB97M-V def2-TZVPD RIJCOSX def2/J DEFGRID3
* xyz 0 1
C -2.454 -0.538 0.261
C -1.036 -0.102 0.077
C -0.668 1.153 -0.440
C 0.705 1.156 -0.404
N 1.083 -0.041 0.104
C 2.427 -0.575 0.135
N 0.029 -0.830 0.392
H -3.053 -0.176 -0.583
H -2.880 -0.095 1.167
H -2.552 -1.622 0.329
H -1.358 1.910 -0.782
H 1.434 1.898 -0.696
H 3.137 0.224 0.366
H 2.698 -1.018 -0.831
H 2.489 -1.344 0.906
*
```



5.
Entry from OMol25: the ion C7H13INO with charge +1 in a non-equilibrium geometry (ωB97M-V with the def2-TZVPD basis set).

Output
Calculated total energy (eV): -19096.3331
<S²>: 2.010
Molecular weight (Da): 254.1
Orbital gap (spin up / spin down) (eV): 6.2 / 5.4
E_HOMO (spin up / spin down) (Eh): -0.3641 / -0.5118
Relative energy (zero: lowest compared OMol25 entry of this formula, charge and spin) (eV): 0.000

Geometry as ORCA input:
```
! wB97M-V def2-TZVPD RIJCOSX def2/J DEFGRID3
* xyz 1 3
C 0.008 -1.343 1.883
C -1.085 1.665 0.341
C -1.759 0.629 -0.558
C -0.855 0.885 1.628
C -1.144 -0.681 -0.117
C 2.358 -0.438 -1.777
C 0.191 -1.261 -1.265
N -0.596 -0.474 1.179
O 1.085 -0.250 -1.173
I -0.701 -1.562 -3.220
H 0.153 -2.355 1.530
H 0.386 -1.084 2.861
H -0.133 1.981 -0.085
H -1.709 2.541 0.498
H -2.835 0.601 -0.380
H -1.603 0.832 -1.614
H -0.043 1.261 2.247
H -1.772 0.861 2.230
H -1.813 -1.540 -0.149
H 2.863 -1.315 -1.365
H 2.926 0.461 -1.546
H 2.262 -0.541 -2.861
H 0.534 -2.227 -0.891
*
```



> Which formula does entry 4 have?

C5H8N2